(1)
Entry from the Open Molecules 2025 dataset: a cluster of 2 separate species, C43H36F2N3O in total at a distorted geometry (ωB97M-V with the def2-TZVPD basis set).

Each line ends with the Mulliken charge.
Element x y z (Å)
C 5.98629 2.80969 3.38121  -1.497
C 4.62071 2.24099 3.32027  0.900
C 3.50569 3.06236 3.47593  0.233
F 3.72912 4.40610 3.64277  -0.340
C 2.20865 2.59322 3.46998  -0.795
C 1.97122 1.23916 3.07252  0.591
C 0.70746 0.69679 2.75048  0.553
C -0.57101 1.27673 2.96907  0.500
C -0.84744 2.66248 2.77868  -0.616
C -2.11480 3.13547 3.04789  -0.236
F -2.33880 4.48932 3.03936  -0.346
C -3.19238 2.30920 3.36313  0.889
C -4.55046 2.87822 3.52553  -1.507
C -2.92577 0.94422 3.54055  -0.847
C -1.65491 0.43711 3.36003  -0.417
C 3.10851 0.37848 2.99636  -0.865
C 4.38792 0.86757 3.14849  -0.661
H 6.71214 1.99514 3.37383  0.386
H 6.20427 3.46471 2.53023  0.324
H 6.14056 3.39317 4.29416  0.349
H 1.38271 3.24627 3.73303  0.958
H 0.71110 -0.34330 2.42438  -0.245
H -0.06742 3.32530 2.41200  0.933
H -5.27181 2.06472 3.61808  0.385
H -4.62872 3.49506 4.42682  0.325
H -4.83971 3.50118 2.67294  0.346
H -3.75420 0.28584 3.80874  0.358
H -1.45862 -0.62418 3.52300  0.382
H 2.93704 -0.68370 2.80925  0.522
H 5.24970 0.19844 3.10379  0.353
C 2.70576 -1.33487 0.08370  -0.983
O 1.31301 -0.94523 0.03900  0.329
C 0.80635 -0.28605 -1.02003  0.194
C 1.67843 0.66552 -1.70007  -0.196
C 2.12804 0.40077 -3.00687  0.064
C 2.88472 1.35525 -3.68310  -0.849
C 3.25733 2.53725 -3.03595  -0.593
C 2.92218 2.74070 -1.69210  -0.788
C 2.16147 1.79819 -1.00845  0.157
C -0.40781 -0.72344 -1.53460  -0.527
N -0.96210 -0.39840 -2.73885  0.943
C -0.79903 0.70438 -3.60146  0.083
C -0.91038 0.45361 -4.97559  -0.340
C -0.64458 1.48310 -5.88240  -0.658
C -0.35258 2.76878 -5.40905  -0.502
C -0.37159 3.04089 -4.03496  -0.672
C -0.60481 2.00938 -3.12479  -0.092
N -1.92227 -1.31449 -3.10751  -1.147
C -2.04847 -2.13093 -2.08455  0.173
C -3.12830 -3.09528 -1.92698  0.557
C -3.64024 -3.45508 -0.65699  -0.021
C -4.72039 -4.33116 -0.56101  -0.741
C -5.32615 -4.82279 -1.72737  -0.391
C -4.85085 -4.43926 -2.99329  -0.645
C -3.76579 -3.56893 -3.09451  -0.527
N -1.12529 -1.83291 -1.08685  0.575
C -0.71778 -2.74686 -0.07573  -1.175
C -0.78753 -2.36012 1.25371  0.721
C -0.41601 -3.26959 2.24814  -0.681
C 0.06458 -4.53229 1.88077  -0.789
C 0.17349 -4.89070 0.53514  -1.011
C -0.24810 -3.99438 -0.45609  0.008
H 2.77515 -2.03849 0.91624  0.244
H 2.99127 -1.82159 -0.85881  0.280
H 3.33029 -0.45100 0.26354  0.336
H 1.86251 -0.55585 -3.46395  0.512
H 3.17096 1.17378 -4.72249  0.436
H 3.83408 3.29378 -3.57190  0.394
H 3.24520 3.64355 -1.16649  0.443
H 1.88771 1.91621 0.04422  0.386
H -1.14061 -0.56020 -5.30730  0.447
H -0.65901 1.26797 -6.95311  0.380
H -0.12022 3.56900 -6.11634  0.393
H -0.18314 4.05583 -3.67622  0.400
H -0.58533 2.18454 -2.04804  0.492
H -3.18934 -3.03886 0.24542  0.382
H -5.09079 -4.62475 0.42533  0.397
H -6.17757 -5.50174 -1.64882  0.373
H -5.32549 -4.81823 -3.90308  0.384
H -3.38624 -3.23102 -4.05942  0.459
H -1.14641 -1.35627 1.49409  0.698
H -0.50456 -2.98081 3.29837  0.417
H 0.36161 -5.24142 2.65688  0.435
H 0.57561 -5.86036 0.23620  0.436
H -0.21795 -4.25487 -1.51813  0.482

Output
total charge: +1
HOMO-LUMO gap: 2.82 eV

***

(2)
Entry from the Open Molecules 2025 dataset: a structure of composition C43H36MoN9O4P2SSe3 (ωB97M-V with the def2-TZVPD basis set).

Each line ends with the Mulliken charge.
Element x y z (Å)
Mo 0.95109 -0.69127 -0.16916  -0.074
Se 3.64920 3.05937 5.85673  -0.336
P 4.14198 1.35883 4.71178  1.130
C 5.93953 1.22079 4.52002  0.569
C 6.59192 2.02142 3.58696  -0.402
C 7.97246 1.99742 3.49687  -0.652
C 8.71182 1.17659 4.34066  -0.469
C 8.06505 0.38267 5.27411  -0.651
C 6.67908 0.40502 5.36546  -0.480
C 3.62146 -0.20934 5.48717  0.058
C 3.04018 -0.21441 6.74659  -0.550
C 2.61946 -1.41144 7.31234  -0.622
C 2.77856 -2.60115 6.62048  -0.444
C 3.36755 -2.60089 5.36118  -0.799
C 3.79004 -1.41065 4.79344  -0.214
C 3.53589 1.14400 3.02996  0.999
C 2.27768 1.18474 2.42265  -1.635
N 2.36543 0.39902 1.32290  1.171
N 3.61618 -0.05664 1.23757  -0.866
N 4.32768 0.38208 2.23986  -0.354
P 0.77743 2.08518 2.82768  0.879
Se -0.55713 2.20572 1.20704  -0.277
C 1.26511 3.76315 3.28671  0.330
C 2.43989 4.32077 2.79619  -0.234
C 2.72837 5.65393 3.03846  -0.621
C 1.84845 6.43440 3.77271  -0.527
C 0.66168 5.88681 4.24154  -0.758
C 0.36123 4.55872 3.98522  -0.456
C 0.10969 1.23427 4.28372  0.310
C 0.26392 1.67778 5.59220  -0.069
C -0.29140 0.94658 6.63499  -0.820
C -0.97083 -0.23288 6.37639  -0.495
C -1.10516 -0.68798 5.06979  -0.888
C -0.57767 0.04684 4.02142  -0.357
H 6.01384 2.65167 2.92307  0.309
H 8.47441 2.61404 2.76189  0.389
H 9.79208 1.15518 4.26554  0.359
H 8.63625 -0.26030 5.93206  0.393
H 6.17555 -0.21866 6.09374  0.358
H 2.91431 0.72532 7.27048  0.375
H 2.15191 -1.40772 8.28940  0.395
H 2.43645 -3.53203 7.05605  0.382
H 3.48404 -3.52677 4.81230  0.425
H 4.24038 -1.40862 3.80872  0.515
H 3.13398 3.70887 2.23510  0.379
H 3.65198 6.07906 2.66652  0.395
H 2.08295 7.47222 3.97494  0.395
H -0.03634 6.49729 4.80081  0.401
H -0.58164 4.14339 4.31829  0.455
H 0.83697 2.56942 5.80447  0.340
H -0.17268 1.29664 7.65352  0.401
H -1.39215 -0.80550 7.19416  0.374
H -1.63271 -1.60981 4.86031  0.517
H -0.72418 -0.28838 2.99976  0.284
C 0.91405 -2.37574 -3.65580  -1.414
C -0.30502 -2.23057 -2.82604  -0.429
N -0.40144 -1.61060 -1.66592  1.451
C -1.66951 -1.81772 -1.20726  -0.471
C -2.38483 -2.52218 -2.12428  0.179
N -1.50500 -2.75862 -3.14964  0.117
C -3.78109 -2.99108 -2.20378  0.452
O -4.54320 -2.74528 -1.15661  -0.603
O -4.17429 -3.57352 -3.19192  -0.666
C -1.97728 -1.35294 0.15988  0.704
O -3.13148 -1.44376 0.60569  -0.964
O -0.97376 -0.86342 0.76686  0.190
H 1.74749 -1.94760 -3.10369  0.003
H 0.79344 -1.89073 -4.62816  0.384
H 1.13326 -3.43481 -3.78499  0.434
H -1.72362 -3.33931 -3.94201  0.274
H -4.03317 -2.26270 -0.42776  0.451
C 3.08417 0.36558 -4.20892  -0.918
N 1.68450 0.75683 -4.24981  0.283
C 0.90229 0.78906 -5.38810  -0.920
C -0.33128 1.17066 -5.01442  -0.305
N -0.29694 1.36745 -3.64327  0.793
C 0.95297 1.10870 -3.16621  0.161
S 1.54576 1.34819 -1.59441  -0.630
C -1.39876 1.89036 -2.89006  0.012
C -2.00369 3.05707 -3.33052  -0.818
C -3.08627 3.52582 -2.60372  -0.654
C -3.49862 2.82342 -1.48494  -0.860
C -2.80990 1.67154 -1.13404  -0.495
N -1.77602 1.20681 -1.83326  0.551
H 3.63703 0.92249 -4.96344  0.356
H 3.17997 -0.70380 -4.39000  0.336
H 3.46819 0.59065 -3.21747  0.293
H 1.29180 0.52016 -6.35363  0.496
H -1.23651 1.29765 -5.58030  0.523
H -1.62385 3.58844 -4.19272  0.511
H -3.58864 4.43666 -2.90239  0.407
H -4.33148 3.15960 -0.88323  0.452
H -3.09076 1.09573 -0.25938  0.534
C 1.33235 -2.42094 1.30833  0.139
H 2.11958 -1.98056 1.90776  -0.092
H 0.55972 -2.95945 1.84597  0.411
Se 1.14286 -4.43360 -0.84037  -0.445
C 1.64132 -2.83793 -0.00175  -0.412
N 2.27213 -1.77068 -0.63843  -0.036

Output
total charge: -1
HOMO-LUMO gap: 5.83 eV